This record from the OMol25 dataset describes C28H29BF11InN6O4S5 as an isolated structure at a distorted geometry. The level of theory is wB97M-V/def2-TZVPD.

Each line ends with the Löwdin charge.
Positions of all 85 atoms, in Å:
In 0.062 0.969 -0.368  0.8923
F 6.197 2.486 -0.368  0.1188
C 5.270 1.703 0.204  -0.6520
F 5.773 0.467 0.279  0.1292
F 5.081 2.144 1.458  0.1129
S 3.656 1.739 -0.737  0.5560
O 2.811 0.829 -0.007  -0.3776
O 4.016 1.410 -2.080  -0.2623
N 3.320 3.260 -0.487  -0.2853
S 1.786 3.636 -0.534  0.5078
O 1.065 3.286 0.656  -0.3660
O 1.167 3.399 -1.801  -0.3164
C 2.057 5.477 -0.360  -0.6510
F 2.857 5.925 -1.341  0.1146
F 2.677 5.711 0.809  0.1138
F 0.941 6.202 -0.381  0.1462
C -5.501 1.116 0.123  -0.0679
N -4.727 1.514 1.269  -0.1387
C -4.848 0.989 2.543  -0.0765
C -4.048 1.723 3.339  -0.1024
N -3.435 2.694 2.579  -0.0214
B -2.538 3.791 3.182  -0.4790
N -0.983 3.485 3.259  0.0239
C -0.168 4.524 3.650  -0.0970
C 1.099 4.087 3.765  -0.0795
N 1.078 2.752 3.450  -0.1518
C 2.218 1.881 3.326  -0.0672
C -0.197 2.387 3.108  -0.7372
S -0.518 0.766 2.717  0.5766
C -3.825 2.541 1.296  -0.7926
S -3.382 3.424 -0.074  0.5170
H -6.429 0.657 0.467  0.0797
H -4.956 0.404 -0.492  0.0855
H -5.718 1.996 -0.481  0.0511
H -5.462 0.128 2.744  0.1028
H -3.849 1.639 4.391  0.1090
H -2.898 3.928 4.337  0.0658
H -2.670 4.799 2.544  0.0565
H -0.576 5.503 3.827  0.1107
H 2.002 4.606 4.034  0.1099
H 3.130 2.468 3.424  0.0850
H 2.204 1.396 2.351  0.0486
H 2.187 1.100 4.089  0.0823
F -2.523 -0.503 -6.965  0.0972
C -2.265 -0.791 -5.681  -0.1514
C -1.073 -0.403 -5.099  -0.1457
F -0.193 0.284 -5.836  0.1119
C -0.796 -0.708 -3.780  -0.2259
F 0.345 -0.239 -3.284  0.0531
C -1.690 -1.439 -2.989  -0.3329
S -1.540 -1.912 -1.296  0.9108
C -2.904 -1.774 -3.605  -0.2437
F -3.822 -2.454 -2.896  0.0598
C -3.192 -1.475 -4.916  -0.1546
F -4.346 -1.872 -5.476  0.0965
C 2.132 -2.618 -3.392  -0.0590
C 2.532 -2.224 -1.966  -0.3768
C 4.049 -2.062 -1.856  -0.0786
C 1.963 -3.236 -0.994  -0.1472
C 2.670 -4.388 -0.708  -0.0693
C 2.145 -5.367 0.123  -0.1224
C 0.926 -5.129 0.725  -0.0873
C 0.178 -3.972 0.501  -0.1393
C -1.047 -3.861 1.415  -0.3868
C -1.324 -2.457 1.956  -0.1175
C -2.313 -4.510 0.830  -0.0861
C 0.661 -3.019 -0.447  -0.2629
N 0.023 -1.867 -0.882  -0.4346
H 2.367 -1.821 -4.101  0.0775
H 1.061 -2.821 -3.439  0.0708
H 2.663 -3.527 -3.692  0.0759
H 2.082 -1.260 -1.736  0.0907
H 4.582 -2.918 -2.280  0.0631
H 4.343 -1.947 -0.811  0.0802
H 4.360 -1.164 -2.391  0.0633
H 3.645 -4.543 -1.157  0.0966
H 2.690 -6.283 0.319  0.0810
H 0.532 -5.870 1.416  0.0993
H -0.782 -4.465 2.290  0.1134
H -1.807 -1.807 1.230  0.0215
H -0.395 -1.975 2.261  0.0426
H -1.982 -2.515 2.827  0.0772
H -2.704 -3.932 0.000  0.0272
H -3.088 -4.578 1.601  0.0690
H -2.088 -5.518 0.473  0.0695

Output
Electronic energy ... -136559.0903 eV
Gap between HOMO and LUMO ... 6.193 eV
Molar mass ... 1008.5 g mol⁻¹
HOMO energy ... -2.020 eV
Total charge ... -2
Energy relative to the best compared isomer or geometry (same formula, charge and spin) ... 1.790 eV



This record from the OMol25 dataset describes C28H29BrN6O4RuS as an isolated structure. The level of theory is wB97M-V/def2-TZVPD.

Each line ends with the natural charge from an NBO analysis.
Positions of all 70 atoms, in Å:
Ru -0.867 -0.240 0.243  0.5434
O 1.306 -1.847 2.960  -0.6267
C 1.837 -0.943 3.801  0.4178
C 2.530 -1.312 4.950  -0.3269
C 3.056 -0.348 5.802  -0.2186
C 2.891 0.995 5.514  -0.2826
C 2.193 1.352 4.359  -0.1882
C 1.663 0.416 3.489  -0.1071
C 0.907 0.860 2.241  0.2658
O -0.347 0.332 2.176  -0.7876
N 1.726 0.494 1.067  -0.5053
N 0.922 0.732 -0.110  -0.4566
C 1.611 1.200 -1.156  -0.0641
C 1.420 1.216 -2.481  0.0024
Br -0.924 -0.705 -2.318  -0.5968
C 1.505 1.704 -3.703  -0.3541
C 0.968 3.015 -4.124  -0.0291
C 1.137 3.465 -5.435  -0.2250
C 0.667 4.707 -5.840  -0.2253
C 0.005 5.532 -4.942  -0.2699
C -0.181 5.091 -3.633  -0.2326
C 0.292 3.855 -3.230  -0.1525
H 1.528 -2.746 3.222  0.4719
H 2.652 -2.367 5.175  0.1896
H 3.592 -0.657 6.693  0.1906
H 3.292 1.756 6.172  0.1910
H 2.047 2.401 4.120  0.1991
H 0.864 1.978 2.296  0.0809
H 2.537 1.113 1.040  0.3219
H 2.574 1.667 -0.902  0.1757
H 1.891 1.098 -4.526  0.1751
H 1.651 2.824 -6.143  0.1943
H 0.815 5.031 -6.865  0.1886
H -0.368 6.500 -5.255  0.1894
H -0.708 5.717 -2.922  0.1965
H 0.139 3.505 -2.216  0.2176
O 0.128 -2.444 0.423  -0.6185
N 0.948 -2.977 -0.447  0.0294
C 1.967 -2.206 -0.893  0.0265
C 2.864 -2.648 -1.828  -0.2823
C 2.722 -3.946 -2.317  -0.2133
C 1.707 -4.730 -1.830  -0.2695
C 0.783 -4.274 -0.866  0.0614
S -0.438 -5.308 -0.238  -0.4938
H 1.984 -1.229 -0.439  0.2656
H 3.634 -1.972 -2.174  0.2104
H 3.398 -4.335 -3.070  0.1908
H 1.567 -5.745 -2.174  0.2130
N -3.534 -4.743 1.455  -0.8066
C -3.583 -3.374 1.548  0.3559
C -2.558 -2.632 0.920  -0.0170
N -2.496 -1.323 1.030  -0.3385
C -3.451 -0.725 1.787  -0.0560
C -4.459 -1.462 2.346  -0.0175
N -4.558 -2.799 2.230  -0.4870
H -2.880 -5.111 0.775  0.4203
H -4.412 -5.221 1.564  0.3736
H -1.783 -3.128 0.348  0.2908
H -3.375 0.343 1.919  0.2169
H -5.233 -0.966 2.922  0.1778
C -3.812 0.504 -1.107  -0.2669
O -3.030 1.544 -0.522  -0.5591
C -1.833 1.301 0.069  0.5272
C -1.365 2.627 0.610  -0.7464
H -4.192 0.893 -2.052  0.1759
H -4.648 0.280 -0.440  0.1591
H -3.221 -0.386 -1.299  0.2384
H -2.134 3.399 0.533  0.1901
H -0.472 2.922 0.052  0.2382
H -1.057 2.479 1.644  0.2486

Output
Electronic energy ... -130094.8373 eV
Gap between HOMO and LUMO ... 5.324 eV
Molar mass ... 726.6 g mol⁻¹
HOMO energy ... -0.683 eV
Total charge ... -2
Energy relative to the best compared isomer or geometry (same formula, charge and spin) ... 1.472 eV



This record from the OMol25 dataset describes C28H29ClF3N6OPtS as an isolated structure at a distorted geometry. The level of theory is wB97M-V/def2-TZVPD.

Each line ends with the natural charge from an NBO analysis.
Positions of all 70 atoms, in Å:
Pt 1.135 0.261 0.258  0.7106
C 3.683 -2.837 -1.233  -0.6967
C 2.739 -1.957 -0.492  0.3338
N 2.573 -0.701 -0.717  -0.2456
N 3.235 0.016 -1.680  -0.4080
C 3.030 1.356 -1.755  0.3492
N 3.712 2.039 -2.652  -0.7150
S 1.931 2.163 -0.691  -0.0226
C 1.927 -2.459 0.659  0.1303
C 2.068 -3.735 1.157  -0.1769
C 1.368 -4.102 2.306  -0.1042
C 0.561 -3.169 2.924  -0.2032
C 0.446 -1.904 2.359  0.0899
N 1.097 -1.555 1.258  -0.4610
H 3.901 -2.470 -2.234  0.2400
H 3.265 -3.835 -1.348  0.2708
H 4.622 -2.928 -0.680  0.2854
H 3.853 -0.470 -2.314  0.4264
H 4.460 1.639 -3.200  0.4317
H 3.579 3.038 -2.723  0.4475
H 2.726 -4.445 0.677  0.2550
H 1.471 -5.101 2.709  0.2664
H 0.018 -3.403 3.828  0.2630
H -0.189 -1.148 2.798  0.2097
O -0.378 0.272 -2.229  -0.6808
C -0.130 -0.274 -3.294  0.7410
C -0.752 0.122 -4.595  -0.5168
C -2.016 -0.769 -4.707  -0.3816
C -1.812 -2.282 -4.524  -0.4183
C -1.521 -2.765 -3.090  -0.4331
C -0.075 -2.546 -2.594  -0.2212
N 0.601 -1.459 -3.335  -0.6721
H -0.080 -0.077 -5.433  0.2307
H -1.022 1.176 -4.599  0.2394
H -2.462 -0.588 -5.684  0.2476
H -2.740 -0.424 -3.962  0.1953
H -1.052 -2.654 -5.219  0.2050
H -2.738 -2.763 -4.842  0.2496
H -1.743 -3.831 -3.034  0.2416
H -2.223 -2.273 -2.409  0.1984
H 0.524 -3.448 -2.724  0.2116
H -0.067 -2.287 -1.535  0.1906
H 0.735 -1.749 -4.296  0.3868
Cl -2.523 4.006 -2.703  0.1341
C -2.619 2.705 -1.604  -0.0529
C -3.713 1.851 -1.582  -0.1041
C -3.726 0.796 -0.680  -0.2024
C -2.666 0.620 0.176  0.0833
N -1.627 1.479 0.150  -0.2836
C -1.577 2.496 -0.724  0.0874
H -4.538 2.012 -2.264  0.2750
H -4.560 0.110 -0.638  0.2730
H -2.605 -0.185 0.892  0.2392
H -0.701 3.127 -0.709  0.2549
F -0.311 5.083 7.480  -0.2888
C -0.430 3.762 7.486  0.9553
F -1.538 3.426 8.139  -0.2903
F 0.621 3.231 8.114  -0.2895
C -0.464 3.209 6.063  0.0672
C 0.118 3.946 5.029  -0.2046
C 0.111 3.432 3.759  -0.0563
C -0.475 2.154 3.516  -0.1697
C -1.056 1.421 4.594  -0.0769
C -1.051 1.954 5.854  -0.2018
C -0.531 1.676 2.242  0.2888
C -0.494 1.235 1.039  -0.1601
H 0.556 4.912 5.238  0.2779
H 0.552 3.978 2.935  0.2455
H -1.516 0.461 4.402  0.2343
H -1.500 1.427 6.685  0.2747

Output
Electronic energy ... -75226.7018 eV
Gap between HOMO and LUMO ... 6.739 eV
Molar mass ... 785.2 g mol⁻¹
HOMO energy ... -16.981 eV
Total charge ... +3
Energy relative to the best compared isomer or geometry (same formula, charge and spin) ... 0.000 eV